Model i:
ORCA calculation (wB97M-V/def2-TZVPD) on 3 unconnected molecules or ions with the total composition C3H12N2O2.

```
! RIJCOSX wB97M-V def2-TZVPD def2/J DEFGRID3
* xyz 0 1
C -1.329 1.293 -0.434
C -0.055 1.015 0.309
N -0.162 0.496 1.642
C 1.127 1.045 -0.301
N 2.372 0.825 0.318
H -2.243 1.104 0.127
H -1.359 2.337 -0.755
H -1.426 0.705 -1.350
H -1.092 0.654 2.009
H 0.481 0.924 2.308
H 1.157 1.335 -1.341
H 2.310 0.071 0.999
H 3.112 0.608 -0.333
O -0.828 -1.757 -2.188
H -0.257 -2.520 -2.347
H -0.836 -1.710 -1.219
O -0.062 -2.340 0.647
H -0.130 -1.374 0.740
H -0.780 -2.709 1.169
*
```

* frontier orbital gap: 8.37 eV
* lowest unoccupied orbital energy: 0.8 eV
* HOMO energy: -7.61 eV
* SMILES: C/C(N)=C/N.O.O

***

Model ii:
ORCA calculation (wB97M-V/def2-TZVPD) on 3 unconnected molecules or ions with the total composition C3H12N2O2.

```
! RIJCOSX wB97M-V def2-TZVPD def2/J DEFGRID3
* xyz 0 1
H -3.007 -1.815 -2.742
N -2.123 -1.896 -2.246
C -1.372 -0.902 -2.496
N -0.136 -0.800 -1.922
C 0.723 0.364 -2.057
C 1.218 0.906 -0.697
H -1.594 -0.068 -3.169
H 0.038 -1.475 -1.194
H 0.102 1.125 -2.531
H 1.579 0.143 -2.688
H 0.433 0.800 0.040
H 1.475 1.961 -0.827
H 2.160 0.405 -0.487
O 2.197 -1.346 1.426
H 1.978 -0.863 2.234
H 1.490 -1.155 0.801
O -1.643 1.170 6.142
H -1.676 1.827 5.444
H -1.842 1.618 6.967
*
```

* frontier orbital gap: 9.45 eV
* lowest unoccupied orbital energy: 0.6 eV
* HOMO energy: -8.83 eV
* SMILES: [H]/N=C/NCC.O.O

***

Model iii:
ORCA calculation (wB97M-V/def2-TZVPD) on 3 unconnected molecules or ions with the total composition C3H12N2O2.

```
! RIJCOSX wB97M-V def2-TZVPD def2/J DEFGRID3
* xyz 0 1
C -2.445 -0.372 -0.206
C -0.941 -0.172 -0.018
N -0.330 0.816 -0.822
C -0.256 -1.111 0.780
N 1.156 -1.087 1.139
H -2.640 -0.414 -1.279
H -3.085 0.374 0.286
H -2.711 -1.367 0.201
H 0.332 0.692 -1.448
H -0.955 1.492 -1.155
H -0.746 -2.085 1.050
H 1.778 -0.389 0.833
H 1.279 -1.139 2.119
O 2.671 -0.586 -1.547
H 2.101 -0.896 -0.788
H 2.439 -1.254 -2.262
O 1.170 2.531 1.008
H 0.638 1.760 0.822
H 0.546 3.209 1.289
*
```

* frontier orbital gap: 8.58 eV
* lowest unoccupied orbital energy: 0.7 eV
* HOMO energy: -7.83 eV
* SMILES: C/C(N)=C/N.O.O

***

Model iv:
ORCA calculation (wB97M-V/def2-TZVPD) on 3 unconnected molecules or ions with the total composition C3H12N2O2.

```
! RIJCOSX wB97M-V def2-TZVPD def2/J DEFGRID3
* xyz 0 1
C 0.897 -0.159 1.880
C -0.026 -0.644 0.860
N -1.369 -0.246 0.943
C 0.351 -1.375 -0.259
N -0.430 -2.449 -0.856
H 1.885 -0.750 1.731
H 0.783 0.904 2.073
H 0.367 -0.565 2.811
H -1.494 -0.073 2.057
H -2.092 -0.946 0.585
H 1.275 -1.001 -0.751
H -0.190 -2.528 -1.857
H -1.405 -2.181 -0.782
O 3.389 1.537 -1.308
H 4.175 1.218 -0.902
H 2.684 1.355 -0.704
O -2.898 2.440 -0.875
H -2.398 1.610 -1.019
H -2.258 3.081 -1.277
*
```

* frontier orbital gap: 7.71 eV
* lowest unoccupied orbital energy: 0.6 eV
* HOMO energy: -7.16 eV
* SMILES: C/C(N)=C/N.O.O

***

Most favorable first, least favorable last: model i, model ii, model iii, model iv

***

Model i:
ORCA calculation (wB97M-V/def2-TZVPD) on 3 unconnected molecules or ions with the total composition C3H12N2O2.

```
! RIJCOSX wB97M-V def2-TZVPD def2/J DEFGRID3
* xyz 0 1
H -1.492 1.735 -0.158
N -1.487 0.830 -0.604
C -0.300 0.386 -0.707
N 0.057 -0.684 -1.475
C 1.449 -1.042 -1.633
C 1.805 -2.319 -0.828
H 0.496 0.916 -0.176
H -0.499 -0.735 -2.317
H 2.068 -0.272 -1.161
H 1.721 -1.133 -2.680
H 1.490 -3.186 -1.415
H 1.294 -2.289 0.129
H 2.877 -2.424 -0.663
O -1.976 -1.016 1.862
H -2.101 -1.190 0.915
H -2.803 -1.260 2.255
O 0.446 3.627 2.380
H 0.293 2.993 3.118
H 1.272 3.220 2.037
*
```

* frontier orbital gap: 9.69 eV
* lowest unoccupied orbital energy: 0.7 eV
* HOMO energy: -8.99 eV
* SMILES: [H]/N=C/NCC.O.O

***

Model ii:
ORCA calculation (wB97M-V/def2-TZVPD) on a molecular structure, C3H12N2O2.

```
! RIJCOSX wB97M-V def2-TZVPD def2/J DEFGRID3
* xyz 0 1
C 1.534 2.055 -0.339
C 0.858 0.736 -0.434
C -0.507 0.694 -0.201
N -1.394 -0.440 -0.155
N 1.761 -0.409 -0.508
H 2.181 2.182 0.514
H 2.058 2.262 -1.237
H 0.748 2.863 -0.159
H -0.992 1.673 0.026
H -0.856 -1.403 0.078
H -2.260 0.039 0.183
H 1.154 -1.377 -0.430
H 2.248 -0.518 -1.377
H -1.305 4.009 0.788
H -1.935 -4.424 0.717
O -0.944 3.334 0.238
H -2.543 -4.986 0.732
H 0.249 -3.375 1.170
O -0.055 -2.915 0.393
*
```

* frontier orbital gap: 4.32 eV
* lowest unoccupied orbital energy: -4.4 eV
* HOMO energy: -8.67 eV

***

Model iii:
ORCA calculation (wB97M-V/def2-TZVPD) on 3 unconnected molecules or ions with the total composition C3H12N2O2.

```
! RIJCOSX wB97M-V def2-TZVPD def2/J DEFGRID3
* xyz 0 1
C 1.911 0.532 2.363
C 0.535 0.845 1.680
N 0.003 -0.261 0.725
C -1.210 0.080 0.465
N -1.808 1.309 0.257
H 1.930 -0.373 2.978
H 2.514 0.620 1.475
H 2.208 1.344 3.008
H -0.190 0.986 2.499
H 0.493 1.754 1.064
H -1.971 -0.727 0.507
H -1.439 1.967 0.931
H -2.820 1.222 0.257
O -1.313 0.206 -6.132
H -1.146 -0.630 -5.692
H -2.197 0.475 -5.890
O 1.784 -3.000 -0.414
H 1.340 -2.469 0.264
H 1.375 -3.878 -0.346
*
```

* frontier orbital gap: 9.68 eV
* lowest unoccupied orbital energy: 0.7 eV
* HOMO energy: -9.01 eV
* SMILES: CC/N=C\N.O.O

***

Most favorable first, least favorable last: model i, model iii, model ii

***

Model i:
ORCA calculation (wB97M-V/def2-TZVPD) on 3 unconnected molecules or ions with the total composition C3H12N2O2.

```
! RIJCOSX wB97M-V def2-TZVPD def2/J DEFGRID3
* xyz 0 1
C -1.464 1.456 -0.218
C -0.167 1.019 0.394
N -0.282 0.442 1.678
C 0.961 1.012 -0.317
N 2.086 0.289 0.114
H -2.132 0.620 -0.429
H -1.988 2.207 0.392
H -1.307 1.988 -1.151
H -1.176 0.679 2.076
H 0.502 0.626 2.293
H 0.987 1.515 -1.270
H 1.972 -0.712 0.141
H 2.952 0.604 -0.286
O -1.180 -1.357 -2.038
H -0.830 -2.252 -2.162
H -0.699 -1.111 -1.232
O 0.299 -1.993 0.374
H -0.002 -1.292 0.993
H 0.346 -2.785 0.918
*
```

* frontier orbital gap: 8.43 eV
* lowest unoccupied orbital energy: 0.8 eV
* HOMO energy: -7.68 eV
* SMILES: C/C(N)=C/N.O.O

***

Model ii:
ORCA calculation (wB97M-V/def2-TZVPD) on a molecular structure, C3H12N2O2.

```
! RIJCOSX wB97M-V def2-TZVPD def2/J DEFGRID3
* xyz 0 1
C -0.362 -1.534 0.651
C -0.315 0.394 -1.554
N 0.868 -1.527 1.039
N -0.951 -2.482 -0.130
H -1.024 -0.814 1.110
H 1.491 -2.176 0.568
H 1.465 -0.312 1.345
H -1.912 -2.358 -0.401
H -0.368 -3.098 -0.673
H 0.330 -0.403 -1.919
H -0.201 1.242 -2.236
H -1.392 0.191 -1.492
C -0.369 2.218 0.286
O 0.356 1.095 -0.168
O 1.838 0.845 1.573
H 2.266 1.193 0.787
H -0.281 2.288 1.368
H -0.009 3.133 -0.200
H -1.431 2.106 0.045
*
```

* frontier orbital gap: 8.30 eV
* lowest unoccupied orbital energy: 0.4 eV
* HOMO energy: -7.89 eV

***

Model iii:
ORCA calculation (wB97M-V/def2-TZVPD) on 2 unconnected molecules or ions with the total composition C3H12N2O2.

```
! RIJCOSX wB97M-V def2-TZVPD def2/J DEFGRID3
* xyz 0 1
N -0.505 -2.802 -0.647
C 0.231 -1.640 -1.154
C -0.547 -0.359 -0.948
N -0.232 0.293 0.339
C -1.249 1.218 0.754
O -0.867 1.723 2.046
H -1.105 -2.525 0.112
H -0.042 -3.689 -0.573
H 0.317 -1.786 -2.230
H 1.250 -1.546 -0.706
H -0.353 0.350 -1.760
H -1.622 -0.652 -1.034
H -0.031 -0.418 1.031
H -1.414 2.029 0.034
H -2.157 0.735 1.115
H -0.076 2.264 2.079
O 2.651 1.456 -0.518
H 3.243 0.904 0.038
H 1.866 1.171 -0.014
*
```

* frontier orbital gap: 9.94 eV
* lowest unoccupied orbital energy: 0.8 eV
* HOMO energy: -9.13 eV
* SMILES: NCCNCO.O

***

Most favorable first, least favorable last: model i, model iii, model ii